[1]
The following is a DFT calculation (ωB97M-V/def2-TZVPD) of the molecule C5H8O.

Element x y z (Å)
C 1.962 0.097 -0.891
C 0.603 -0.460 -0.769
C -0.461 0.580 -0.630
C -1.149 0.327 0.701
C -1.358 -1.017 1.232
O -0.300 -0.187 1.719
H 2.102 1.181 -0.752
H 2.301 -0.184 -1.901
H 2.634 -0.459 -0.228
H -0.125 1.631 -0.668
H -1.195 0.428 -1.437
H -1.811 1.124 1.040
H -2.162 -1.190 1.945
H -1.040 -1.871 0.640

Values from the calculation:
Largest force on an atom: 0.3 eV Å⁻¹
LUMO level: 0.225 eV

[2]
The following is a DFT calculation (ωB97M-V/def2-TZVPD) of the ion C6H2BrF3NO with charge -1.

Element x y z (Å)
C -0.442 -0.363 -0.059
C 0.507 0.488 0.268
C -0.357 -2.817 -0.272
C 0.222 -1.601 -0.082
C 1.612 -1.355 0.241
C 2.867 -2.130 0.215
N 1.746 0.032 0.231
O 0.308 -3.767 -0.507
F 3.626 -2.041 1.276
F 2.536 -3.438 -0.077
F 3.648 -1.689 -0.788
Br -2.255 -2.662 -0.507
H -1.328 -0.052 -0.497
H 0.443 1.577 0.377

Values from the calculation:
Net charge: -1
Largest force on an atom: 5.0 eV Å⁻¹
LUMO level: 3.188 eV
Structure (SMILES): [O-]/C(Br)=C1/C=CN=C1C(F)(F)F

[3]
The following is a DFT calculation (ωB97M-V/def2-TZVPD) of a structure of composition C39H37AsBeF5NOS2.

Element x y z (Å)
Be -1.282 0.517 -1.461
C 0.114 1.322 4.188
C 1.469 1.963 3.892
C 2.565 1.051 4.471
C 1.521 3.327 4.598
C 1.704 2.148 2.395
C 2.926 2.702 1.975
C 3.216 2.904 0.642
C 2.257 2.548 -0.295
S 2.316 2.732 -2.019
C 0.695 2.097 -2.111
N 0.160 1.783 -0.969
C 1.018 2.017 0.089
C 0.758 1.806 1.444
C -0.006 1.849 -3.353
C 0.376 2.419 -4.568
C -0.370 2.144 -5.698
C -1.478 1.308 -5.589
C -1.828 0.740 -4.371
C -1.104 0.979 -3.199
H 0.000 1.210 5.267
H 0.043 0.334 3.734
H -0.710 1.940 3.822
H 2.358 0.844 5.523
H 3.547 1.518 4.404
H 2.601 0.103 3.929
H 1.347 3.192 5.667
H 0.757 3.998 4.201
H 2.492 3.807 4.470
H 3.659 3.005 2.710
H 4.155 3.343 0.329
H -0.209 1.404 1.715
H 1.234 3.082 -4.624
H -0.107 2.583 -6.651
H -2.074 1.101 -6.471
H -2.696 0.091 -4.337
O -0.536 -0.631 -0.665
As 0.181 -2.086 -0.479
C 2.042 -1.703 -0.827
C 3.014 -1.898 0.147
C 4.312 -1.463 -0.077
C 4.636 -0.824 -1.265
C 3.658 -0.607 -2.227
C 2.361 -1.040 -2.009
C -0.524 -3.378 -1.723
C -0.980 -4.624 -1.317
C -1.545 -5.477 -2.253
C -1.660 -5.081 -3.578
C -1.214 -3.828 -3.975
C -0.647 -2.972 -3.046
C 0.065 -2.724 1.334
C -0.614 -1.955 2.267
C -0.764 -2.420 3.563
C -0.216 -3.641 3.930
C 0.496 -4.392 3.006
C 0.635 -3.939 1.704
H 2.755 -2.372 1.086
H 5.070 -1.618 0.680
H 5.648 -0.482 -1.435
H 3.908 -0.089 -3.144
H 1.590 -0.833 -2.743
H -0.921 -4.921 -0.278
H -1.909 -6.448 -1.943
H -2.123 -5.743 -4.298
H -1.324 -3.511 -5.003
H -0.346 -1.973 -3.341
H -1.032 -1.006 1.960
H -1.311 -1.829 4.287
H -0.343 -4.010 4.940
H 0.942 -5.334 3.299
H 1.185 -4.524 0.975
C -3.577 3.481 1.640
S -2.240 3.200 0.449
C -3.047 3.798 -1.054
H -3.745 4.548 1.780
H -3.263 3.034 2.581
H -4.485 2.993 1.289
H -4.006 3.296 -1.173
H -2.399 3.529 -1.887
H -3.170 4.879 -1.013
F -3.167 -0.995 -2.209
C -3.131 0.048 -1.248
F -4.140 0.911 -1.645
C -3.737 -0.636 -0.016
F -3.155 -1.836 0.245
F -3.601 0.122 1.094
F -5.051 -0.904 -0.135

Values from the calculation:
Largest force on an atom: 1.1 eV Å⁻¹
LUMO level: 0.300 eV

[4]
The following is a DFT calculation (ωB97M-V/def2-TZVPD) of a structure of composition C10H10BrF5NO2RhS2.

Element x y z (Å)
Rh -0.457 -0.360 -0.629
O 5.350 1.936 -0.348
C 4.161 1.348 -0.568
C 3.987 -0.031 -0.624
C 2.726 -0.509 -0.891
N 1.659 0.283 -1.086
C 1.853 1.597 -0.997
Br 0.314 2.683 -1.230
C 3.071 2.187 -0.754
H 6.034 1.271 -0.214
H 4.812 -0.714 -0.462
H 2.541 -1.573 -0.967
H 3.181 3.260 -0.706
C -5.173 0.878 0.731
O -4.062 0.875 -0.180
C -3.690 -0.281 -0.725
S -4.325 -1.728 -0.323
S -2.369 0.064 -1.887
H -5.369 1.927 0.931
H -4.904 0.349 1.642
H -6.032 0.394 0.276
C -0.526 -2.227 -1.087
H -0.306 -2.231 -2.158
H -1.539 -2.576 -0.893
H 0.222 -2.759 -0.494
F -1.788 0.218 1.694
C -0.535 0.027 1.256
F 0.180 1.151 1.523
C 0.094 -1.110 2.102
F 1.371 -1.307 1.726
F 0.092 -0.792 3.398
F -0.572 -2.249 1.942

Values from the calculation:
Largest force on an atom: 3.1 eV Å⁻¹
LUMO level: -0.662 eV

[5]
The following is a DFT calculation (ωB97M-V/def2-TZVPD) of the molecule C9H14N2.

Element x y z (Å)
C -1.966 -1.234 1.611
C -1.726 -0.074 0.628
C -0.960 -0.653 -1.565
C -1.296 0.451 -2.534
C 0.729 0.125 0.092
C 1.024 0.699 1.380
C 2.351 0.949 1.693
C 3.293 0.668 0.719
C 2.866 0.303 -0.550
H -2.138 -2.195 1.002
H -2.809 -1.101 2.296
H -1.028 -1.426 2.178
H -2.627 0.136 0.002
H -1.588 0.823 1.241
H -1.794 -1.280 -1.326
H -0.144 -1.299 -2.013
H -1.580 0.005 -3.474
H -2.080 1.144 -2.168
H -0.412 1.071 -2.767
H 0.260 0.832 2.195
H 2.551 1.277 2.767
H 4.356 0.850 1.009
H 3.655 0.161 -1.325
N -0.551 -0.266 -0.205
N 1.614 0.034 -0.883

Values from the calculation:
Largest force on an atom: 2.4 eV Å⁻¹
LUMO level: 0.974 eV
Structure (SMILES): CCN(CC)c1ccccn1

[6]
The following is a DFT calculation (ωB97M-V/def2-TZVPD) of a structure of composition C23H18ClF6FeN2O4P.

Element x y z (Å)
Fe 0.243 -0.126 -0.312
O -1.107 -0.690 1.152
C -1.323 0.114 2.148
C -2.644 0.475 2.508
C -2.897 1.316 3.565
C -1.855 1.842 4.345
C -0.564 1.478 4.043
C -0.283 0.631 2.964
C 1.050 0.145 2.712
N 1.385 -0.332 1.585
C 2.562 -1.136 1.396
C 2.028 -2.508 1.015
N 0.989 -2.327 0.007
C 0.555 -3.350 -0.598
C -0.461 -3.349 -1.629
C -0.920 -4.578 -2.114
C -1.860 -4.658 -3.116
C -2.340 -3.469 -3.675
C -1.895 -2.249 -3.222
C -0.964 -2.152 -2.170
O -0.610 -0.969 -1.747
H -3.444 0.082 1.894
H -3.922 1.583 3.798
H -2.065 2.510 5.169
H 0.264 1.865 4.629
H 1.749 0.104 3.556
H 3.204 -1.199 2.283
H 3.136 -0.737 0.569
H 1.588 -2.992 1.893
H 2.849 -3.124 0.643
H 0.965 -4.337 -0.354
H -0.519 -5.488 -1.680
H -2.214 -5.618 -3.468
H -3.067 -3.508 -4.478
H -2.250 -1.320 -3.650
Cl -1.382 7.309 -0.379
C -1.243 5.572 -0.226
C -2.315 4.842 0.332
C -2.250 3.482 0.438
C -1.110 2.753 -0.024
O -1.101 1.482 0.002
C -0.022 3.528 -0.502
C 1.187 2.862 -0.829
O 1.409 1.661 -0.686
C -0.113 4.929 -0.624
H -3.188 5.379 0.680
H -3.063 2.911 0.867
H 2.001 3.494 -1.221
H 0.727 5.486 -1.025
F 2.313 -0.513 -1.474
P 3.603 -1.095 -2.378
F 4.564 -0.828 -1.097
F 3.303 -2.581 -1.809
F 4.846 -1.649 -3.225
F 2.594 -1.355 -3.595
F 3.873 0.404 -2.889

Values from the calculation:
<S²>: 8.761
Net charge: -1
Largest force on an atom: 1.8 eV Å⁻¹
LUMO level (spin up / spin down): 2.376 / 1.792 eV
Spin multiplicity: 6

[7]
The following is a DFT calculation (ωB97M-V/def2-TZVPD) of a structure of composition C6H9O4Pt.

Element x y z (Å)
O -0.532 -0.992 -2.148
C 0.585 -0.464 -2.723
C 1.676 -1.169 -3.058
H 0.544 0.624 -2.837
H 2.514 -0.646 -3.519
H 1.714 -2.254 -2.943
O -1.131 0.743 0.709
C -0.149 0.061 0.205
O 0.887 0.696 -0.064
Pt 1.834 -0.861 -0.247
O 0.576 -2.164 -0.470
C -0.484 -1.511 -0.822
H -1.460 -1.985 -0.653
C -1.365 0.783 2.138
H -2.440 0.971 2.231
H -1.146 -0.205 2.561
C -0.555 1.884 2.780
H 0.500 1.598 2.884
H -0.613 2.810 2.192
H -0.955 2.081 3.784

Values from the calculation:
<S²>: 2.007
Net charge: +1
Largest force on an atom: 9.3 eV Å⁻¹
LUMO level (spin up / spin down): -4.844 / -6.848 eV
Spin multiplicity: 3

[8]
The following is a DFT calculation (ωB97M-V/def2-TZVPD) of the molecule C11H7N5O5.

Element x y z (Å)
O 1.292 0.765 -4.973
N 1.907 0.937 -3.906
O 3.079 1.402 -3.937
C 1.247 0.624 -2.635
C 1.856 0.984 -1.409
C 1.171 1.043 -0.208
N 1.823 1.396 1.028
O 3.024 1.711 1.076
O 1.114 1.358 2.086
C -0.269 0.686 -0.016
C -0.835 0.159 -1.266
N -2.172 0.042 -1.481
O -2.299 0.604 -2.804
N -1.093 0.769 -3.426
C -0.172 0.389 -2.495
H 2.904 1.248 -1.428
H -0.870 1.530 0.516
N -0.689 -0.355 1.116
C -0.380 -1.661 1.008
C -0.708 -2.608 2.004
C -1.369 -2.233 3.178
C -1.672 -0.873 3.275
C -1.302 0.032 2.268
H 0.158 -1.964 0.095
H -0.436 -3.645 1.835
H -1.628 -2.959 3.977
H -2.198 -0.481 4.145
H -1.484 1.102 2.378

Values from the calculation:
Largest force on an atom: 3.7 eV Å⁻¹
LUMO level: -1.552 eV